{
  "formula": "CH3NOP2S",
  "method": "ωB97M-V/def2-TZVPD",
  "lumo_energy_ev": [-1.15, -1.15],
  "spin_multiplicity": 1,
  "gap_ha": [0.2558, 0.2652],
  "e_above_lowest_kj_mol": 404.1,
  "symbols": ["H", "H", "P", "O", "N", "P", "S", "C", "H"],
  "coordinates": [[-1.6450, 0.1059, -2.6897], [1.1902, -1.7511, -0.1930], [-1.9845, 0.4092, -1.3705], [-0.5759, -0.4153, -0.9582], [1.1558, 1.0653, 1.1146], [-0.1917, -1.2576, 0.3180], [1.7210, 1.6463, -0.1850], [0.3811, 0.1810, 1.5258], [-0.0512, 0.0161, 2.4378]]
}

=====

{
  "formula": "CH3NOS2",
  "method": "ωB97M-V/def2-TZVPD",
  "lumo_energy_ev": 0.17,
  "smiles": "N=C=S.OS",
  "spin_multiplicity": 1,
  "gap_ha": 0.3483,
  "e_above_lowest_kj_mol": 91.2,
  "symbols": ["H", "S", "C", "H", "N", "H", "S", "O"],
  "coordinates": [[-1.5616, -0.7831, 1.1247], [4.1458, -0.4493, -0.0586], [2.9499, 0.5203, -0.0023], [1.0169, 0.8488, 0.1962], [1.9385, 1.1762, 0.0623], [-3.3031, 0.2020, -1.1205], [-2.0238, -1.3515, 0.0258], [-3.1624, -0.1635, -0.2276]]
}

=====

Question: What is the formula in the first record?
Answer: CH3NOP2S